C26H21N3O4PS2V as an isolated structure in a non-equilibrium geometry, computed with ωB97M-V/def2-TZVPD.

XYZ file:
```
58
Properties=species:S:1:pos:R:3:forces:R:3
V -1.794 -0.938 -0.774 -0.53 -1.38 -0.25
N -2.349 -4.672 0.877 -0.09 0.00 -0.12
C -2.405 -3.345 0.691 -0.06 -0.12 0.22
S -3.339 -2.739 -0.675 0.27 0.15 0.15
N -1.784 -2.590 1.569 0.02 0.56 -0.44
N -1.917 -1.244 1.199 -0.02 -0.69 0.24
C -2.163 -0.395 2.119 -0.12 0.46 0.28
C -2.501 1.004 1.863 0.12 -0.44 0.45
C -2.741 1.874 2.925 -0.03 0.16 0.03
C -3.155 3.170 2.675 0.02 -0.05 -0.01
C -3.352 3.601 1.365 -0.02 0.01 -0.07
C -3.130 2.749 0.291 -0.07 0.34 0.15
C -2.703 1.476 0.573 0.33 -1.17 -0.97
O -2.475 0.562 -0.447 -0.61 2.22 0.76
H -2.888 -5.289 0.295 0.04 0.02 -0.01
H -1.920 -5.030 1.714 -0.02 0.00 0.02
H -2.195 -0.775 3.138 -0.02 0.09 0.01
H -2.609 1.526 3.943 0.00 0.00 -0.01
H -3.340 3.847 3.497 -0.01 0.00 0.00
H -3.692 4.610 1.176 0.00 0.00 0.01
H -3.291 3.058 -0.732 0.02 -0.01 -0.01
O -0.927 -2.695 -4.104 -0.10 0.13 -0.16
S -0.766 -1.761 -3.054 -0.11 0.09 0.37
O -0.599 -2.351 -1.676 0.21 -0.16 -0.44
O -1.866 -0.749 -2.825 0.45 -0.53 0.11
C 0.679 -0.797 -3.279 0.13 0.27 -0.05
C 1.210 -0.707 -4.554 0.10 0.01 0.17
C 2.320 0.102 -4.763 0.02 0.00 -0.04
C 2.881 0.796 -3.705 -0.01 -0.01 -0.01
C 2.337 0.698 -2.429 0.07 0.04 0.03
C 1.218 -0.086 -2.193 -0.08 -0.16 -0.04
P 0.544 -0.251 -0.487 0.27 0.16 -0.31
C 0.699 1.373 0.288 -0.03 0.07 -0.05
C 0.489 2.533 -0.459 -0.04 0.05 0.04
C 0.467 3.771 0.167 0.01 -0.06 -0.01
C 0.642 3.861 1.541 0.00 -0.04 0.01
C 0.835 2.709 2.292 -0.02 0.04 -0.04
C 0.858 1.470 1.671 0.01 -0.04 0.05
C 1.716 -1.346 0.360 -0.05 0.02 0.02
C 2.905 -0.794 0.844 0.10 -0.01 -0.05
C 3.876 -1.609 1.401 -0.02 -0.01 0.00
C 3.671 -2.980 1.479 -0.01 0.00 0.00
C 2.489 -3.530 1.008 -0.01 0.00 0.01
C 1.510 -2.722 0.448 -0.01 0.04 0.10
H 0.768 -1.274 -5.362 -0.02 0.00 0.01
H 2.748 0.182 -5.753 0.00 -0.01 0.00
H 3.750 1.418 -3.868 0.00 0.00 0.01
H 2.797 1.242 -1.613 -0.01 0.02 0.00
H 0.337 2.476 -1.529 0.01 -0.02 -0.03
H 0.314 4.666 -0.422 0.00 0.00 0.00
H 0.629 4.828 2.026 0.00 -0.01 0.00
H 0.971 2.775 3.364 0.00 -0.01 0.00
H 1.013 0.578 2.268 -0.01 0.01 -0.03
H 3.083 0.272 0.792 -0.01 -0.02 -0.03
H 4.793 -1.172 1.772 0.00 0.00 0.00
H 4.431 -3.617 1.910 0.00 0.00 0.00
H 2.323 -4.597 1.070 0.01 0.00 0.01
H 0.598 -3.170 0.091 -0.03 0.01 -0.05
```
Positions in Å, forces in eV/Å.

## Properties
Gap between HOMO and LUMO (alpha / beta)   7.3 / 7.6 eV
Net charge   +1
Spin multiplicity   2
LUMO (alpha / beta)   -4.341 / -3.986 eV
E_HOMO (alpha / beta)   -0.4262 / -0.4258 hartree